Here is a structure of composition C30H86CrCuN4O15P in a non-equilibrium geometry from the OMol25 dataset. Energies are from ωB97M-V/def2-TZVPD.

Results
- spin multiplicity = 5
- expectation value of S² = 6.008
- E (eV) = -151530.9783
- strongest force on any atom (hartree/bohr) = 0.071
- frontier orbital gap (alpha / beta) (eV) = 6.5301 / 9.1437
- HOMO energy (alpha / beta) (eV) = -6.129 / -8.741

Each line ends with the Löwdin charge.
Atoms and positions in Å:
1 Cr 0.29 1.29 0.04  0.6789
2 Cu 1.01 -1.30 -3.24  0.4794
3 P 0.51 -0.98 -0.46  0.1482
4 O 1.46 -0.37 0.57  -0.3668
5 O 0.81 0.11 -1.55  -0.4000
6 O -0.88 -0.52 0.09  -0.3721
7 O 0.74 -2.34 -1.17  -0.3513
8 C 1.01 -3.86 2.19  -0.0813
9 C 2.28 -4.15 1.40  -0.3019
10 O 1.95 -4.37 0.04  -0.1074
11 H 0.28 -4.67 2.11  0.0733
12 H 0.52 -2.96 1.83  0.0455
13 H 1.22 -3.83 3.26  0.0757
14 H 2.74 -5.08 1.74  0.1104
15 H 3.01 -3.35 1.53  0.0969
16 H 1.61 -3.54 -0.37  0.0161
17 C -5.09 -0.09 -2.23  -0.0699
18 C -3.95 -0.83 -1.51  -0.2895
19 O -2.74 -0.13 -1.77  -0.1314
20 H -5.07 0.96 -1.91  0.0617
21 H -6.06 -0.49 -1.94  0.0728
22 H -4.97 -0.16 -3.31  0.0747
23 H -3.89 -1.83 -1.94  0.1028
24 H -4.08 -0.88 -0.43  0.1056
25 H -2.05 -0.58 -1.22  0.0327
26 C 0.76 -5.12 -5.10  -0.0846
27 C 0.76 -4.83 -3.63  -0.2836
28 O 1.52 -3.65 -3.33  -0.1071
29 H 0.49 -4.23 -5.67  0.0732
30 H 0.03 -5.89 -5.36  0.0754
31 H 1.70 -5.47 -5.53  0.0717
32 H 1.18 -5.65 -3.04  0.1226
33 H -0.26 -4.70 -3.26  0.1069
34 H 1.23 -3.36 -2.45  0.0100
35 C -3.70 -4.42 -0.28  -0.0718
36 C -2.38 -3.72 -0.10  -0.3414
37 O -1.57 -3.81 -1.26  -0.0873
38 H -4.22 -4.58 0.67  0.0714
39 H -3.55 -5.44 -0.66  0.0791
40 H -4.39 -3.92 -0.96  0.0626
41 H -1.81 -4.26 0.67  0.1027
42 H -2.47 -2.70 0.27  0.0767
43 H -0.81 -3.19 -1.18  0.0293
44 C 3.27 0.59 4.21  -0.0739
45 C 2.66 -0.77 3.78  -0.3056
46 O 1.34 -0.59 3.30  -0.1209
47 H 4.32 0.36 4.39  0.0729
48 H 2.74 0.91 5.10  0.0661
49 H 3.17 1.37 3.46  0.0495
50 H 2.64 -1.40 4.67  0.1085
51 H 3.36 -1.19 3.05  0.0975
52 H 1.38 -0.59 2.32  0.0241
53 C 5.23 -0.99 -1.70  -0.0766
54 C 4.53 -1.66 -0.52  -0.2990
55 O 4.20 -0.72 0.49  -0.1103
56 H 6.14 -0.46 -1.43  0.0743
57 H 4.50 -0.28 -2.11  0.0492
58 H 5.55 -1.71 -2.45  0.0704
59 H 5.23 -2.37 -0.06  0.1092
60 H 3.63 -2.25 -0.75  0.0998
61 H 3.23 -0.62 0.49  0.0197
62 C 2.71 1.28 -4.60  -0.0804
63 C 3.30 0.09 -5.30  -0.2656
64 O 2.55 -1.06 -4.90  -0.0945
65 H 3.39 2.14 -4.64  0.0889
66 H 2.54 1.08 -3.53  0.0478
67 H 1.73 1.61 -4.97  0.0693
68 H 4.34 -0.02 -5.00  0.1162
69 H 3.25 0.21 -6.39  0.1165
70 H 3.13 -1.83 -4.87  0.1013
71 C -0.04 2.64 -3.10  -0.0718
72 C -1.25 3.14 -2.33  -0.3791
73 C -2.50 3.10 -3.24  -0.2221
74 O -3.61 3.71 -2.64  -0.1741
75 C -4.79 3.55 -3.42  -0.0947
76 N -1.43 2.34 -1.10  0.0394
77 H 0.89 2.86 -2.58  0.0617
78 H 0.02 3.20 -4.04  0.0852
79 H -0.18 1.60 -3.39  0.0752
80 H -1.03 4.18 -2.07  0.1436
81 H -2.64 2.03 -3.43  0.1270
82 H -2.19 3.61 -4.17  0.1275
83 H -5.63 3.94 -2.86  0.0893
84 H -4.98 2.52 -3.72  0.0737
85 H -4.63 4.19 -4.29  0.0896
86 H -1.89 1.49 -1.42  0.0529
87 H -2.19 2.76 -0.57  0.0887
88 C -2.60 2.09 3.05  -0.0630
89 C -1.41 2.71 2.33  -0.3425
90 C -0.76 3.72 3.31  -0.1772
91 O 0.25 4.48 2.66  -0.2158
92 C 1.10 5.19 3.52  -0.1052
93 N -0.45 1.59 2.07  0.0285
94 H -3.19 1.41 2.43  0.0779
95 H -3.25 2.90 3.41  0.0804
96 H -2.34 1.56 3.96  0.0880
97 H -1.72 3.20 1.41  0.1210
98 H -0.37 3.24 4.21  0.1362
99 H -1.52 4.45 3.61  0.1305
100 H 1.72 5.87 2.95  0.0842
101 H 1.70 4.49 4.12  0.0935
102 H 0.55 5.80 4.25  0.0924
103 H 0.09 1.48 2.92  0.0959
104 H -1.01 0.73 2.08  0.0451
105 C 3.43 2.29 -0.96  -0.0523
106 C 2.93 2.76 0.40  -0.3653
107 C 3.75 3.93 0.95  -0.2018
108 O 3.49 5.09 0.20  -0.1822
109 C 4.25 6.19 0.65  -0.0973
110 N 1.50 3.10 0.27  0.0323
111 H 2.93 1.39 -1.34  0.0445
112 H 4.47 1.98 -0.96  0.0865
113 H 3.20 3.02 -1.75  0.0825
114 H 3.05 1.93 1.11  0.1262
115 H 4.82 3.70 1.04  0.1371
116 H 3.29 4.02 1.95  0.1125
117 H 5.32 6.01 0.50  0.0885
118 H 4.14 6.35 1.73  0.0830
119 H 3.92 7.04 0.05  0.0908
120 H 1.43 3.81 -0.46  0.0980
121 H 1.20 3.62 1.10  0.0676
122 C -2.33 -2.74 4.58  -0.0540
123 C -2.70 -2.38 3.14  -0.4140
124 C -4.17 -1.99 3.00  -0.2172
125 O -4.95 -3.04 3.50  -0.1931
126 C -6.36 -2.87 3.39  -0.0966
127 N -1.84 -1.26 2.75  0.0651
128 H -1.26 -2.95 4.68  0.0711
129 H -2.82 -3.65 4.94  0.0760
130 H -2.54 -1.97 5.33  0.0812
131 H -2.50 -3.25 2.51  0.1132
132 H -4.40 -1.75 1.96  0.1130
133 H -4.35 -1.08 3.58  0.1250
134 H -6.59 -2.86 2.32  0.0849
135 H -6.66 -1.97 3.92  0.0869
136 H -6.93 -3.71 3.77  0.0841
137 H -0.87 -1.51 2.96  0.0495
138 H -1.80 -1.30 1.73  0.0287



Here is a cluster of 13 separate species, C30H86O13 in total in a non-equilibrium geometry from the OMol25 dataset. Energies are from ωB97M-V/def2-TZVPD.

Results
- E (eV) = -59119.1312
- strongest force on any atom (hartree/bohr) = 0.069
- frontier orbital gap (eV) = 9.7490
- HOMO energy (eV) = -9.359
- energy above the lowest of the compared OMol25 structures with the same formula, charge and spin (kcal/mol) = 57.1

Each line ends with the Löwdin charge.
Atoms and positions in Å:
1 C 2.73 3.07 -2.92  -0.0752
2 C 3.20 3.60 -1.61  -0.4714
3 C 2.46 4.91 -1.22  -0.0312
4 O 2.92 2.58 -0.66  -0.0904
5 H 2.53 3.91 -3.67  0.1127
6 H 1.70 2.70 -2.81  0.0803
7 H 3.40 2.31 -3.29  0.0593
8 H 4.30 3.77 -1.69  0.1465
9 H 2.82 5.77 -1.82  0.0880
10 H 2.72 5.10 -0.17  0.0732
11 H 1.43 4.75 -1.42  0.0661
12 H 3.33 1.75 -0.95  0.0316
13 C -2.95 -1.76 -3.48  -0.0342
14 C -3.80 -2.97 -3.15  -0.4813
15 C -3.06 -4.27 -3.51  -0.0411
16 O -4.19 -3.06 -1.81  -0.0468
17 H -2.71 -1.76 -4.51  0.0755
18 H -2.05 -1.80 -2.90  0.0536
19 H -3.43 -0.87 -3.19  0.0468
20 H -4.67 -2.87 -3.73  0.1201
21 H -2.06 -4.22 -3.10  0.0662
22 H -3.04 -4.36 -4.59  0.0727
23 H -3.53 -5.14 -3.11  0.0741
24 H -3.55 -3.55 -1.26  0.0673
25 C -4.31 1.92 -1.65  -0.0607
26 C -2.92 2.49 -1.53  -0.4401
27 C -2.73 3.01 -0.05  -0.0400
28 O -2.00 1.40 -1.56  -0.0661
29 H -4.44 1.33 -2.54  0.0645
30 H -4.93 2.83 -1.83  0.0998
31 H -4.72 1.37 -0.85  0.0504
32 H -2.74 3.23 -2.31  0.1302
33 H -3.28 3.94 0.12  0.0642
34 H -1.70 3.26 0.29  0.0740
35 H -3.25 2.25 0.59  0.0810
36 H -2.34 0.76 -2.19  0.0515
37 C -0.66 5.37 3.34  -0.0566
38 C -0.72 4.08 4.17  -0.4626
39 C -2.08 3.94 4.92  -0.0416
40 O -0.64 2.85 3.45  -0.1172
41 H -0.93 6.20 4.01  0.0807
42 H -1.47 5.36 2.53  0.0973
43 H 0.28 5.48 2.80  0.0708
44 H 0.20 3.99 4.85  0.1462
45 H -2.34 4.82 5.54  0.0810
46 H -1.92 3.13 5.61  0.0574
47 H -2.88 3.71 4.22  0.0844
48 H 0.22 2.86 2.95  0.0759
49 C 0.84 -0.14 -0.94  -0.0524
50 C 0.28 0.11 0.46  -0.3076
51 O -0.46 -0.95 0.99  -0.1086
52 H 1.73 -0.72 -0.75  0.0528
53 H 1.22 0.88 -1.31  0.0888
54 H 0.08 -0.67 -1.60  0.0882
55 H -0.37 0.94 0.37  0.0846
56 H 1.15 0.24 1.16  0.1198
57 H -0.92 -0.59 1.78  0.0804
58 C 6.07 -0.94 -1.93  -0.0839
59 C 4.72 -0.71 -1.29  -0.2629
60 O 4.16 0.52 -1.79  -0.1334
61 H 6.77 -0.20 -1.65  0.0604
62 H 6.05 -0.80 -2.99  0.0673
63 H 6.48 -1.94 -1.83  0.0724
64 H 4.73 -0.78 -0.17  0.1328
65 H 4.12 -1.51 -1.73  0.0820
66 H 3.58 0.38 -2.57  0.0472
67 C 2.67 -2.78 4.65  -0.0858
68 C 2.14 -3.06 3.27  -0.3917
69 O 1.97 -1.92 2.52  -0.0730
70 H 2.03 -2.10 5.18  0.0581
71 H 3.65 -2.32 4.53  0.0706
72 H 2.83 -3.78 5.15  0.0977
73 H 1.20 -3.60 3.45  0.1080
74 H 2.85 -3.73 2.71  0.1256
75 H 1.48 -2.28 1.76  0.0583
76 C -6.02 -1.32 0.51  -0.0925
77 C -4.75 -1.31 1.31  -0.3151
78 O -4.50 0.06 1.69  -0.0940
79 H -5.95 -0.63 -0.29  0.0469
80 H -6.89 -1.14 1.18  0.0870
81 H -6.10 -2.35 0.06  0.0863
82 H -3.90 -1.77 0.75  0.1045
83 H -4.88 -1.90 2.20  0.0979
84 H -3.66 0.10 2.15  0.0262
85 C 2.01 -3.58 -2.73  -0.0515
86 C 1.21 -3.45 -4.01  -0.2534
87 O 2.13 -2.79 -4.91  -0.0990
88 H 1.31 -3.86 -1.93  0.0716
89 H 2.47 -2.63 -2.45  0.0455
90 H 2.76 -4.36 -2.78  0.0813
91 H 0.36 -2.83 -3.85  0.0835
92 H 0.84 -4.34 -4.48  0.1108
93 H 1.96 -3.10 -5.79  0.0875
94 C -1.84 -4.49 1.38  -0.0734
95 C -0.79 -3.95 0.39  -0.2992
96 O -1.45 -3.04 -0.48  -0.1372
97 H -2.75 -4.89 0.83  0.0937
98 H -2.27 -3.73 2.00  0.0482
99 H -1.41 -5.24 2.01  0.0593
100 H -0.28 -4.72 -0.25  0.1133
101 H -0.06 -3.40 1.03  0.0864
102 H -1.13 -2.11 -0.28  0.0701
103 C -0.80 -0.54 5.07  -0.0624
104 C -2.05 -0.51 4.23  -0.2637
105 O -1.94 0.37 3.09  -0.1312
106 H -0.57 0.44 5.47  0.0707
107 H 0.07 -0.94 4.58  0.0530
108 H -0.97 -1.08 6.02  0.0858
109 H -2.94 -0.30 4.81  0.1138
110 H -2.22 -1.43 3.74  0.0899
111 H -1.46 1.23 3.31  0.0789
112 C 0.84 0.44 -4.87  -0.0726
113 C 2.29 0.37 -5.20  -0.2693
114 O 3.07 -0.31 -4.14  -0.1561
115 H 0.51 1.17 -5.53  0.0564
116 H 0.60 0.79 -3.90  0.0439
117 H 0.49 -0.64 -4.93  0.0974
118 H 2.85 1.38 -5.39  0.1365
119 H 2.53 -0.23 -6.09  0.1082
120 H 2.98 -1.30 -4.23  0.0721
121 C 3.00 2.55 4.22  -0.0803
122 C 3.23 2.51 2.73  -0.3019
123 O 2.05 2.94 2.07  -0.1074
124 H 2.14 1.98 4.52  0.0627
125 H 2.94 3.52 4.70  0.0700
126 H 3.78 2.09 4.82  0.0730
127 H 3.56 1.56 2.29  0.1161
128 H 4.06 3.15 2.41  0.1105
129 H 2.30 2.85 1.14  0.0390



Here is a cluster of 12 separate species, C30H87N3O12 in total in a non-equilibrium geometry from the OMol25 dataset. Energies are from ωB97M-V/def2-TZVPD.

Results
- E (eV) = -61557.5912
- strongest force on any atom (hartree/bohr) = 0.033
- frontier orbital gap (eV) = 8.9371
- HOMO energy (eV) = -8.460
- energy above the lowest of the compared OMol25 structures with the same formula, charge and spin (kcal/mol) = 22.1

Each line ends with the Löwdin charge.
Atoms and positions in Å:
1 C -2.91 0.84 -0.96  -0.0848
2 O -3.53 -0.42 -0.87  -0.2233
3 C -4.22 -0.74 -2.08  -0.1783
4 C -4.60 -2.22 -2.03  -0.4514
5 C -5.25 -2.64 -3.35  -0.0503
6 N -5.42 -2.56 -0.86  0.0545
7 H -3.62 1.67 -1.10  0.0862
8 H -2.15 0.89 -1.74  0.0652
9 H -2.36 1.05 -0.04  0.0871
10 H -5.16 -0.18 -2.12  0.1354
11 H -3.54 -0.58 -2.92  0.1274
12 H -3.67 -2.78 -1.89  0.1228
13 H -6.04 -1.96 -3.67  0.0784
14 H -5.65 -3.64 -3.15  0.0817
15 H -4.47 -2.72 -4.10  0.0658
16 H -4.87 -2.35 -0.03  0.0557
17 H -6.20 -1.90 -0.81  0.0764
18 C -1.48 -7.89 -1.21  -0.1214
19 O -2.28 -6.86 -0.72  -0.1868
20 C -1.65 -5.60 -0.59  -0.1950
21 C -0.83 -5.49 0.71  -0.4228
22 C -1.73 -5.62 1.91  -0.0668
23 N -0.08 -4.22 0.74  0.0610
24 H -1.05 -7.65 -2.19  0.0874
25 H -2.12 -8.76 -1.31  0.0869
26 H -0.65 -8.14 -0.54  0.0818
27 H -0.96 -5.44 -1.43  0.1153
28 H -2.41 -4.83 -0.63  0.1248
29 H -0.10 -6.31 0.74  0.1259
30 H -1.18 -5.56 2.85  0.0711
31 H -2.35 -6.52 1.95  0.0773
32 H -2.50 -4.83 1.90  0.0734
33 H -0.73 -3.44 0.88  0.0306
34 H 0.22 -4.08 -0.23  0.0389
35 C 0.52 2.98 2.37  -0.0841
36 O 0.47 1.91 1.44  -0.2127
37 C 1.64 1.12 1.44  -0.2171
38 C 1.79 0.28 0.21  -0.3888
39 C 1.56 1.11 -1.06  -0.0295
40 N 0.98 -0.95 0.18  0.0753
41 H 0.73 2.58 3.37  0.0902
42 H -0.48 3.42 2.35  0.0794
43 H 1.30 3.65 2.02  0.0886
44 H 2.55 1.74 1.49  0.1265
45 H 1.63 0.53 2.37  0.1242
46 H 2.83 -0.05 0.15  0.1295
47 H 2.39 1.78 -1.32  0.0684
48 H 0.71 1.77 -0.90  0.0550
49 H 1.37 0.42 -1.88  0.0691
50 H 0.04 -0.71 0.48  0.0796
51 H 1.35 -1.57 0.89  0.0721
52 C 5.69 0.94 3.63  -0.0860
53 C 4.58 -0.08 3.72  -0.3400
54 O 4.28 -0.63 2.44  -0.1016
55 H 5.36 1.98 3.58  0.0678
56 H 6.36 0.70 2.80  0.0771
57 H 6.29 0.89 4.54  0.0708
58 H 3.68 0.35 4.19  0.1070
59 H 4.87 -0.90 4.39  0.1051
60 H 3.61 -1.33 2.59  0.0348
61 C 2.65 2.98 -4.61  -0.0937
62 C 2.45 2.55 -6.04  -0.3132
63 O 1.43 3.37 -6.63  -0.0883
64 H 3.58 2.61 -4.19  0.0724
65 H 1.79 2.80 -3.96  0.0539
66 H 2.78 4.06 -4.48  0.0805
67 H 2.19 1.50 -6.13  0.1096
68 H 3.41 2.73 -6.54  0.1107
69 H 1.45 3.21 -7.57  0.0781
70 C -1.29 -2.67 -3.79  -0.0717
71 C -0.22 -1.97 -2.96  -0.3083
72 O 0.05 -2.73 -1.79  -0.1293
73 H -1.13 -2.41 -4.85  0.0747
74 H -2.34 -2.44 -3.60  0.0287
75 H -1.19 -3.75 -3.75  0.0777
76 H -0.63 -0.99 -2.65  0.0961
77 H 0.66 -1.78 -3.57  0.1075
78 H 0.42 -2.13 -1.11  0.0231
79 C -2.67 3.66 -2.93  -0.0815
80 C -1.22 3.27 -2.70  -0.2931
81 O -1.06 1.93 -3.20  -0.1205
82 H -2.83 3.86 -3.99  0.0789
83 H -2.98 4.55 -2.36  0.0787
84 H -3.37 2.87 -2.67  0.0484
85 H -0.88 3.24 -1.67  0.0927
86 H -0.60 3.98 -3.26  0.1112
87 H -0.71 1.96 -4.10  0.0846
88 C 6.00 1.83 -1.14  -0.0792
89 C 5.41 3.03 -0.43  -0.3376
90 O 6.26 4.17 -0.46  -0.0690
91 H 6.03 2.11 -2.20  0.0692
92 H 5.31 0.99 -1.05  0.0671
93 H 6.97 1.52 -0.79  0.0755
94 H 5.14 2.71 0.59  0.0973
95 H 4.43 3.35 -0.80  0.1000
96 H 5.72 4.91 -0.73  0.0727
97 C -3.14 3.56 4.71  -0.0945
98 C -3.95 3.16 3.49  -0.3138
99 O -4.68 4.28 2.99  -0.0866
100 H -2.66 4.53 4.62  0.0722
101 H -2.34 2.83 4.89  0.0672
102 H -3.78 3.59 5.60  0.0696
103 H -4.65 2.37 3.74  0.1103
104 H -3.28 2.87 2.68  0.0972
105 H -5.57 4.31 3.35  0.0776
106 C 0.13 6.69 0.66  -0.0826
107 C 0.95 5.96 -0.41  -0.3028
108 O 2.37 6.11 -0.18  -0.0971
109 H 0.01 6.23 1.63  0.0626
110 H -0.89 6.84 0.28  0.0739
111 H 0.51 7.72 0.68  0.0731
112 H 0.72 6.40 -1.38  0.1083
113 H 0.74 4.89 -0.40  0.0935
114 H 2.57 7.05 -0.31  0.0735
115 C -1.69 -1.95 3.18  -0.0787
116 C -2.49 -1.37 2.04  -0.2984
117 O -2.10 -2.01 0.81  -0.1284
118 H -1.96 -1.44 4.11  0.0788
119 H -0.63 -1.82 2.99  0.0657
120 H -1.92 -3.00 3.36  0.0635
121 H -2.28 -0.30 1.94  0.1009
122 H -3.56 -1.53 2.19  0.1141
123 H -2.55 -1.54 0.09  0.0439
124 C 3.27 -4.37 4.67  -0.0803
125 C 2.21 -3.29 4.32  -0.2823
126 O 2.49 -2.71 3.04  -0.1162
127 H 3.32 -5.19 3.95  0.0727
128 H 3.14 -4.68 5.71  0.0735
129 H 4.23 -3.86 4.59  0.0698
130 H 2.41 -2.52 5.06  0.1090
131 H 1.21 -3.72 4.43  0.1064
132 H 2.34 -3.42 2.39  0.0898



Q: Among the records above, which one has the lowest strongest force on any atom?
A: C30H87N3O12



Q: Look up the strongest force on any atom of the third one.
A: 0.033 hartree/bohr



Q: The highest E belongs to which entry?
A: C30H86O13



Q: Which value of strongest force on any atom does entry 2 give?
A: 0.069 hartree/bohr